# C4H6N2O

A 2-piece molecular cluster, C4H6N2O overall (ωB97M-V/def2-TZVPD, the Open Molecules 2025 dataset).

Each line ends with the natural charge from an NBO analysis.
Atoms and positions in Å:
H 2.6393 -1.4908 -0.0856  0.334
N 1.9633 -1.1525 0.6042  -0.519
C 0.8919 -0.7927 0.0248  0.150
C 0.4525 -0.7643 -1.3769  -0.372
C -0.7925 -0.2582 -1.3912  0.061
N -1.2470 0.0614 -0.1130  -0.628
C -0.2821 -0.2342 0.8387  0.628
O -0.3732 -0.0680 2.0304  -0.527
H 1.0233 -1.0902 -2.2356  0.233
H -1.4402 -0.0862 -2.2427  0.221
H -2.1398 0.4680 0.1139  0.423
H -0.3463 3.0486 1.7762  -0.023
H -0.3493 2.3590 2.0568  0.018

Values from the calculation:
F_max	0.012	Eh/bohr
E_LUMO	-0.300	eV
SMILES	[H]/N=C1\C=CNC1=O.[H][H]
E_HOMO	-9.13	eV
relative energy (zero: lowest compared OMol25 entry of this formula, charge and spin)	46.8	kcal per mole

***

# C4H6N2O

C4H6N2O in the gas phase in a non-equilibrium geometry (ωB97M-V/def2-TZVPD, the Open Molecules 2025 dataset).

Each line ends with the natural charge from an NBO analysis.
Atoms and positions in Å:
C 2.0759 0.4225 0.1803  -0.639
C 0.6125 0.0936 -0.1098  0.124
C 0.1397 -1.1673 0.0588  -0.151
N -1.3221 -0.9849 0.1863  -0.583
C -1.5140 0.3139 -0.1241  0.644
O -2.7883 0.7260 -0.3208  -0.674
N -0.4242 1.0163 -0.2813  -0.554
H 2.2318 0.5405 1.2657  0.221
H 2.3642 1.3509 -0.3023  0.223
H 2.8261 -0.3394 -0.0979  0.221
H 0.7706 -2.0413 -0.1701  0.232
H -2.1825 -1.4889 0.4384  0.431
H -2.7567 1.6083 -0.7193  0.505

Values from the calculation:
F_max	0.029	Eh/bohr
E_LUMO	0.814	eV
SMILES	Cc1c[nH]c(O)n1
E_HOMO	-8.28	eV
relative energy (zero: lowest compared OMol25 entry of this formula, charge and spin)	26.4	kcal per mole

***

# C4H6N2O

C4H6N2O as an isolated structure (ωB97M-V/def2-TZVPD, the Open Molecules 2025 dataset).

Each line ends with the natural charge from an NBO analysis.
Atoms and positions in Å:
C -1.7423 1.0226 -1.1378  -0.254
O -0.3092 0.9033 -1.2323  -0.450
C 0.2986 0.0961 -0.2322  0.454
C 0.8505 1.2979 0.1496  -0.065
N 1.7925 -1.0510 1.5680  -0.689
C 0.8215 -1.6801 1.0336  0.272
N 0.0085 -1.1158 0.0405  -0.584
H -2.1492 0.0307 -1.3354  0.207
H -2.0733 1.7314 -1.9042  0.203
H -2.0372 1.3671 -0.1437  0.199
H 1.7240 1.7435 -0.3285  0.200
H 2.2787 -1.6310 2.2500  0.349
H 0.5371 -2.7148 1.2723  0.158

Values from the calculation:
F_max	0.013	Eh/bohr
E_LUMO	0.480	eV
E_HOMO	-8.97	eV
relative energy (zero: lowest compared OMol25 entry of this formula, charge and spin)	127.0	kcal per mole

***

# C4H6N2O

C4H6N2O in the gas phase in a non-equilibrium geometry (ωB97M-V/def2-TZVPD, the Open Molecules 2025 dataset).

Each line ends with the natural charge from an NBO analysis.
Atoms and positions in Å:
C -2.3623 -0.1802 0.4380  -0.258
O -1.4388 0.2893 -0.5441  -0.336
N -0.1470 0.2061 -0.1746  0.077
C 0.8009 1.1371 0.0100  -0.058
C 1.9281 0.4683 0.2505  -0.356
C 1.6373 -0.9058 0.0720  -0.048
N 0.3483 -1.0799 -0.2437  -0.271
H -2.1818 0.2725 1.3879  0.177
H -2.3097 -1.2752 0.5726  0.198
H -3.3164 0.2372 0.1022  0.202
H 0.5934 2.2588 0.0975  0.238
H 2.9866 0.8685 0.2767  0.233
H 2.3046 -1.6759 0.2217  0.203

Values from the calculation:
F_max	0.080	Eh/bohr
E_LUMO	1.055	eV
SMILES	COn1cccn1
E_HOMO	-9.25	eV
relative energy (zero: lowest compared OMol25 entry of this formula, charge and spin)	84.7	kcal per mole

***

# C4H6N2O

A 2-piece molecular cluster, C4H6N2O overall (ωB97M-V/def2-TZVPD, the Open Molecules 2025 dataset).

Each line ends with the natural charge from an NBO analysis.
Atoms and positions in Å:
C 1.3612 0.9952 -0.6005  -0.269
O 1.1127 0.0559 -1.6629  -0.474
C 0.6727 -1.1257 -1.2952  0.418
N 0.5837 -1.6358 -0.1855  -0.131
N 0.0875 -2.2507 0.7819  -0.450
C -2.0329 0.0688 0.8519  -0.256
C -2.4604 1.1706 0.6192  -0.251
H 1.7111 1.9096 -1.0796  0.202
H 0.4347 1.1764 -0.0466  0.206
H 2.1329 0.5952 0.0664  0.183
H 0.8136 -2.8563 1.1802  0.332
H -1.6308 -0.9085 1.0594  0.257
H -2.8582 2.1401 0.4124  0.233

Values from the calculation:
F_max	0.011	Eh/bohr
E_LUMO	0.205	eV
E_HOMO	-9.09	eV
relative energy (zero: lowest compared OMol25 entry of this formula, charge and spin)	151.5	kcal per mole

***

# C4H6N2O

C4H6N2O as an isolated structure in a non-equilibrium geometry (ωB97M-V/def2-TZVPD, the Open Molecules 2025 dataset).

Each line ends with the natural charge from an NBO analysis.
Atoms and positions in Å:
N 0.0095 0.0766 2.0454  -0.824
C 0.1299 -0.0282 0.6559  0.231
C -0.5405 0.6857 -0.3013  0.053
O -1.5582 1.5608 0.0454  -0.677
C -0.1715 0.2091 -1.5893  -0.333
C 0.7433 -0.7803 -1.3621  -0.076
N 0.9245 -0.9174 0.0013  -0.513
H -0.6932 0.7924 2.2200  0.392
H 0.8791 0.3627 2.4849  0.372
H -1.9010 0.5400 -0.0576  0.515
H -0.5367 0.5584 -2.5465  0.233
H 1.2785 -1.4079 -2.0540  0.212
H 1.4364 -1.6517 0.4578  0.413

Values from the calculation:
F_max	0.078	Eh/bohr
E_LUMO	0.847	eV
E_HOMO	-7.58	eV
relative energy (zero: lowest compared OMol25 entry of this formula, charge and spin)	59.4	kcal per mole

***

# C4H6N2O

C4H6N2O in the gas phase (ωB97M-V/def2-TZVPD, the Open Molecules 2025 dataset).

Each line ends with the natural charge from an NBO analysis.
Atoms and positions in Å:
N -0.8589 -0.5884 -1.8475  -0.836
C -0.3852 -0.2736 -0.5560  0.185
N -1.2096 -0.3835 0.5443  -0.500
C -0.5870 0.1113 1.6516  -0.059
C 0.6538 0.5667 1.2698  -0.372
C 0.7901 0.2804 -0.1114  0.188
O 1.8817 0.5201 -0.9062  -0.679
H -0.4911 -1.4716 -2.1847  0.369
H -0.5588 0.1291 -2.4996  0.377
H -2.1654 -0.6932 0.4853  0.417
H -1.0532 0.0762 2.6261  0.211
H 1.3344 1.1705 1.8508  0.219
H 2.6493 0.5560 -0.3224  0.480

Values from the calculation:
F_max	0.008	Eh/bohr
E_LUMO	0.923	eV
SMILES	Nc1[nH]ccc1O
E_HOMO	-7.72	eV
relative energy (zero: lowest compared OMol25 entry of this formula, charge and spin)	23.1	kcal per mole

***

# C4H6N2O

C4H6N2O in the gas phase (ωB97M-V/def2-TZVPD, the Open Molecules 2025 dataset).

Each line ends with the natural charge from an NBO analysis.
Atoms and positions in Å:
N -1.5734 -1.1290 -0.8730  -0.830
C -0.4412 -0.4061 -0.4136  0.205
N 0.7764 -0.4290 -1.0539  -0.506
C 1.6536 0.4185 -0.4299  -0.065
C 1.0019 1.0226 0.6130  -0.358
C -0.3122 0.4976 0.6045  0.172
O -1.2666 0.7575 1.5465  -0.691
H -2.3988 -0.6226 -0.5768  0.383
H -1.6237 -2.0572 -0.4674  0.367
H 0.9551 -0.9733 -1.8782  0.414
H 2.6633 0.5498 -0.7829  0.210
H 1.4156 1.7367 1.3166  0.223
H -0.8500 0.6348 2.3950  0.477

Values from the calculation:
F_max	0.015	Eh/bohr
E_LUMO	0.892	eV
SMILES	Nc1[nH]ccc1O
E_HOMO	-7.68	eV
relative energy (zero: lowest compared OMol25 entry of this formula, charge and spin)	23.6	kcal per mole

***

# C4H6N2O

A 2-piece molecular cluster, C4H6N2O overall in a non-equilibrium geometry (ωB97M-V/def2-TZVPD, the Open Molecules 2025 dataset).

Each line ends with the natural charge from an NBO analysis.
Atoms and positions in Å:
O 2.0244 -2.6128 0.7080  -0.635
C 1.2820 -1.5212 0.6227  0.433
C 1.0249 -0.2799 0.7548  -0.230
N -0.0795 -1.2776 0.2317  -0.639
H 2.8940 -2.3482 1.0403  0.498
H 1.1149 0.7635 0.9840  0.256
H -0.6795 -1.5430 1.0255  0.318
C -1.3810 1.2543 -1.3260  -0.734
C -1.0724 1.9073 -0.0547  0.311
N -0.7957 2.4043 0.9534  -0.366
H -2.2169 1.7659 -1.8132  0.250
H -1.6131 0.1983 -1.1456  0.282
H -0.5021 1.2890 -1.9809  0.257

Values from the calculation:
F_max	0.023	Eh/bohr
E_LUMO	0.525	eV
SMILES	OC1=CN1.CC#N
E_HOMO	-8.24	eV
relative energy (zero: lowest compared OMol25 entry of this formula, charge and spin)	105.7	kcal per mole

***

# C4H6N2O14V2

C4H6N2O14V2 as an isolated structure in a non-equilibrium geometry (ωB97M-V/def2-TZVPD, the Open Molecules 2025 dataset).

Each line ends with the Löwdin spin population.
Atoms and positions in Å:
O 1.1380 1.8825 -1.4583  0.024
V 0.0356 2.0134 -0.2649  0.930
O -0.6977 0.6304 0.0184  0.046
O -4.5649 0.3250 2.9430  0.328
V -2.9897 -0.0559 2.9561  1.711
O -2.6793 -0.8400 1.5442  0.901
C 2.0881 0.8847 1.5927  -0.012
O 1.3631 1.9492 1.5883  0.166
O 3.3393 0.9491 1.7238  0.387
O 1.5672 -0.1854 2.0464  0.483
C -1.3315 4.3095 -0.4401  0.000
O -1.9530 3.2273 -0.4412  0.126
O -1.7728 5.3705 0.1470  0.542
O -0.0654 4.2350 -0.2876  0.352
C 0.1635 -2.6564 1.2623  0.002
N -1.1617 -3.3342 1.1998  0.000
O -1.6918 -3.5079 0.1252  0.001
O -1.6884 -3.6972 2.2425  0.010
H 0.2153 -2.2008 2.2464  0.001
H 0.1605 -1.8100 0.5749  0.000
H 0.9723 -3.3646 1.1223  0.000
C 1.6012 -0.3117 -3.4552  0.000
N 1.0750 -0.9700 -2.2473  0.001
O 1.8107 -1.1329 -1.2895  0.000
O -0.0828 -1.3339 -2.1863  0.000
H 1.5518 -0.9669 -4.3237  0.000
H 2.6225 0.0279 -3.3272  0.000
H 0.9749 0.5632 -3.6121  0.000

Values from the calculation:
F_max	0.106	Eh/bohr
E_LUMO (spin up / spin down)	4.294 / 2.293	eV
spin multiplicity	7
total charge	-2
E_HOMO (spin up / spin down)	-0.44 / -2.39	eV
relative energy (zero: lowest compared OMol25 entry of this formula, charge and spin)	0.0	kcal per mole
⟨S²⟩	12.04

***

Copy entry 4 word for word.
# C4H6N2O

C4H6N2O in the gas phase in a non-equilibrium geometry (ωB97M-V/def2-TZVPD, the Open Molecules 2025 dataset).

Each line ends with the natural charge from an NBO analysis.
Atoms and positions in Å:
C -2.3623 -0.1802 0.4380  -0.258
O -1.4388 0.2893 -0.5441  -0.336
N -0.1470 0.2061 -0.1746  0.077
C 0.8009 1.1371 0.0100  -0.058
C 1.9281 0.4683 0.2505  -0.356
C 1.6373 -0.9058 0.0720  -0.048
N 0.3483 -1.0799 -0.2437  -0.271
H -2.1818 0.2725 1.3879  0.177
H -2.3097 -1.2752 0.5726  0.198
H -3.3164 0.2372 0.1022  0.202
H 0.5934 2.2588 0.0975  0.238
H 2.9866 0.8685 0.2767  0.233
H 2.3046 -1.6759 0.2217  0.203

Values from the calculation:
F_max	0.080	Eh/bohr
E_LUMO	1.055	eV
SMILES	COn1cccn1
E_HOMO	-9.25	eV
relative energy (zero: lowest compared OMol25 entry of this formula, charge and spin)	84.7	kcal per mole

***

- What is the formula in the sixth record?
  C4H6N2O

***

- What is the formula in the ninth record?
  C4H6N2O

***

- What is the relative energy (zero: lowest compared OMol25 entry of this formula, charge and spin) in the fifth record?
  151.5 kcal per mole